Below is the molecule C21H23N3O7 in a non-equilibrium geometry, with properties calculated with the ωB97M-V functional and the def2-TZVPD basis.

Net charge: 0
Spin multiplicity: 1
Electronic energy, eV: -40950.41434
SMILES string: COc1ccccc1CNC(=O)COC(=O)c1cc([N+](=O)[O-])ccc1N1CCOCC1

Bonds (Å) are listed after each position.
Positions of all 54 atoms, in Å:
1 C 3.70865 0.92694 -2.00747  O2 1.412, H32 1.094, H33 1.088, H34 1.093
2 O 3.43950 -0.34296 -1.45256  C1 1.412, C3 1.366
3 C 4.48777 -1.09245 -0.99921  O2 1.366, C4 1.389, C8 1.404
4 C 5.81165 -0.67126 -1.00257  C3 1.389, C5 1.385, H35 1.078
5 C 6.80709 -1.49738 -0.50721  C4 1.385, C6 1.381, H36 1.080
6 C 6.49665 -2.74482 -0.00230  C5 1.381, C7 1.386, H37 1.079
7 C 5.17763 -3.16888 -0.00007  C6 1.386, C8 1.383, H38 1.080
8 C 4.16861 -2.36475 -0.49796  C3 1.404, C7 1.383, C9 1.508
9 C 2.73590 -2.83548 -0.51070  C8 1.508, N10 1.447, H39 1.092, H40 1.095
10 N 1.86972 -1.94742 0.23452  C9 1.447, C11 1.338, H41 1.009
11 C 1.38358 -2.24601 1.44491  N10 1.338, O12 1.212, C13 1.534
12 O 1.53853 -3.30247 2.01839  C11 1.212
13 C 0.57889 -1.10664 2.08237  C11 1.534, O14 1.424, H42 1.097, H43 1.095
14 O -0.02029 -0.29608 1.07656  C13 1.424, C15 1.340
15 C -1.10299 0.40951 1.43241  O14 1.340, O16 1.207, C17 1.485
16 O -1.55955 0.41501 2.54952  C15 1.207
17 C -1.62036 1.22643 0.30565  C15 1.485, C18 1.383, C25 1.424
18 C -0.70525 1.74016 -0.59497  C17 1.383, C19 1.389, H44 1.079
19 C -1.08708 2.70264 -1.52100  C18 1.389, N20 1.421, C23 1.398
20 N -0.14155 3.20603 -2.45429  C19 1.421, O21 1.216, O22 1.221
21 O -0.48411 4.11508 -3.18597  N20 1.216
22 O 0.96596 2.69247 -2.47450  N20 1.221
23 C -2.39454 3.19795 -1.51179  C19 1.398, C24 1.368, H45 1.079
24 C -3.31429 2.68262 -0.63950  C23 1.368, C25 1.414, H46 1.078
25 C -2.98126 1.64212 0.25758  C17 1.424, C24 1.414, N26 1.352
26 N -3.92804 1.04712 1.01751  C25 1.352, C27 1.446, C31 1.445
27 C -5.14764 1.69766 1.44333  N26 1.446, C28 1.533, H47 1.097, H48 1.088
28 C -6.36471 1.00412 0.82145  C27 1.533, O29 1.407, H49 1.101, H50 1.091
29 O -6.37823 -0.35699 1.17890  C28 1.407, C30 1.406
30 C -5.20230 -1.00017 0.75561  O29 1.406, C31 1.539, H51 1.102, H52 1.091
31 C -3.93324 -0.36021 1.34700  N26 1.445, C30 1.539, H53 1.095, H54 1.089
32 H 4.17463 1.59117 -1.27342  C1 1.094
33 H 2.74644 1.34159 -2.30225  C1 1.088
34 H 4.35305 0.84780 -2.88732  C1 1.093
35 H 6.07932 0.29904 -1.38924  C4 1.078
36 H 7.83068 -1.15357 -0.51752  C5 1.080
37 H 7.27250 -3.38485 0.38815  C6 1.079
38 H 4.92378 -4.14140 0.39418  C7 1.080
39 H 2.65982 -3.82187 -0.04950  C9 1.092
40 H 2.37392 -2.88201 -1.54361  C9 1.095
41 H 1.75320 -1.02048 -0.14539  N10 1.009
42 H 1.25346 -0.49517 2.69424  C13 1.097
43 H -0.18967 -1.52281 2.74121  C13 1.095
44 H 0.32608 1.42488 -0.56070  C18 1.079
45 H -2.66452 3.96661 -2.21974  C23 1.079
46 H -4.32763 3.04824 -0.67928  C24 1.078
47 H -5.21156 1.58945 2.53312  C27 1.097
48 H -5.12904 2.75810 1.20209  C27 1.088
49 H -6.33530 1.10755 -0.27478  C28 1.101
50 H -7.29329 1.43199 1.20157  C28 1.091
51 H -5.13598 -0.97058 -0.34408  C30 1.102
52 H -5.28543 -2.03720 1.08304  C30 1.091
53 H -3.91079 -0.49012 2.43395  C31 1.095
54 H -3.06835 -0.85824 0.91165  C31 1.089